1.
Formula: H8O3S2
Source: OMol25
Level of theory: wB97M-V/def2-TZVPD

```
13
Properties=species:S:1:pos:R:3
S 1.644 0.073 0.994
S -2.418 -0.471 -0.335
H 2.789 0.075 1.694
H -3.672 -0.684 -0.770
H -0.461 0.658 2.224
H -1.892 0.467 1.734
O -1.384 0.815 2.475
H -0.758 -1.472 -1.147
H 0.564 -1.571 -0.433
O 0.143 -1.813 -1.264
H 2.063 0.998 -1.025
H 1.248 1.570 -2.225
O 2.134 1.355 -1.923
```

Its relative energy (zero: lowest compared OMol25 entry of this formula, charge and spin) is 6.193 eV. As for the HOMO energy: -0.358 hartree. The total energy is -27936.7992 eV. The gap between HOMO and LUMO is 3.381 eV. For the LUMO energy, the calculation gives -6.4 eV.

2.
Formula: C2H3BrO2
Source: OMol25
Level of theory: wB97M-V/def2-TZVPD

```
8
Properties=species:S:1:pos:R:3
C 0.651 1.821 -1.192
C -0.622 -0.674 -0.834
O 0.342 0.535 -0.764
O 1.759 2.323 -1.083
Br 0.176 -2.397 -1.411
H -0.228 2.302 -1.724
H -0.806 -0.674 0.235
H -1.368 -0.208 -1.577
```

Its relative energy (zero: lowest compared OMol25 entry of this formula, charge and spin) is 2.210 eV. As for the HOMO energy: -0.397 hartree. The total energy is -76258.0673 eV. Its structure (SMILES) is O=COCBr. The gap between HOMO and LUMO is 10.929 eV. For the LUMO energy, the calculation gives 0.1 eV.

3.
Formula: C29H38As2F3MnN6O3
Source: OMol25
Level of theory: wB97M-V/def2-TZVPD

```
82
Properties=species:S:1:pos:R:3
Mn 0.533 -0.092 0.401
N -2.836 -0.046 -0.385
C -3.331 0.008 0.979
C -2.288 0.037 2.098
O -2.764 0.108 3.249
N -0.987 0.038 1.824
C -0.185 0.193 3.053
C 1.272 0.274 2.586
O 1.824 -0.824 2.261
O 1.777 1.407 2.382
H -2.200 0.708 -0.603
H -3.593 -0.036 -1.055
H -3.951 -0.876 1.154
H -3.973 0.871 1.195
H -0.326 -0.658 3.724
H -0.458 1.101 3.592
C 3.730 -0.481 -1.990
As 2.936 0.282 -0.372
C 4.429 0.044 0.852
C 3.174 2.184 -0.787
C 4.407 2.670 -1.219
C 4.596 4.021 -1.468
C 3.543 4.909 -1.283
C 2.312 4.432 -0.860
C 2.117 3.074 -0.613
As 0.368 2.410 -0.046
C -0.683 3.174 -1.508
C -0.059 3.666 1.383
H 3.111 -0.207 -2.844
H 3.745 -1.567 -1.896
H 4.749 -0.124 -2.138
H 5.356 0.425 0.424
H 4.529 -1.018 1.074
H 4.169 0.570 1.767
H 5.238 1.988 -1.359
H 5.562 4.381 -1.801
H 3.681 5.967 -1.467
H 1.495 5.130 -0.715
H -0.615 4.261 -1.503
H -1.729 2.880 -1.410
H -0.291 2.778 -2.443
H 0.794 3.692 2.056
H -0.916 3.273 1.930
H -0.289 4.661 1.001
F 0.691 -0.593 -9.195
C -0.102 0.288 -8.557
F -1.361 0.071 -9.003
F 0.240 1.516 -9.009
C -0.004 0.186 -7.070
C -0.764 1.048 -6.287
C -0.695 0.979 -4.910
C 0.139 0.047 -4.272
C 0.894 -0.812 -5.080
C 0.824 -0.745 -6.463
C 0.216 -0.024 -2.848
C 0.260 -0.112 -1.627
H -1.413 1.774 -6.763
H -1.292 1.645 -4.300
H 1.541 -1.538 -4.604
H 1.415 -1.418 -7.069
C -0.843 -2.748 -0.600
N -0.935 -4.205 -0.728
C 0.342 -4.705 -1.235
N 1.462 -4.364 -0.352
C 1.517 -2.905 -0.232
N 0.264 -2.333 0.300
C 0.001 -2.965 1.623
N -0.082 -4.425 1.528
C -1.157 -4.775 0.601
C 1.178 -4.920 0.975
H -1.766 -2.343 -0.200
H -0.677 -2.309 -1.579
H 0.524 -4.269 -2.220
H 0.288 -5.792 -1.333
H 1.693 -2.466 -1.215
H 2.326 -2.628 0.447
H -0.938 -2.562 2.002
H 0.801 -2.681 2.296
H -2.101 -4.396 0.995
H -1.218 -5.863 0.518
H 1.130 -6.009 0.897
H 1.991 -4.649 1.652
```

Its relative energy (zero: lowest compared OMol25 entry of this formula, charge and spin) is 1.247 eV. The total charge is -1. As for the HOMO energy (alpha / beta): -0.177 / -0.166 hartree. The total energy is -206923.1616 eV. As for the spin multiplicity: 2. The gap between HOMO and LUMO (alpha / beta) is 7.326 / 7.025 eV. For the LUMO energy (alpha / beta), the calculation gives 2.5 / 2.5 eV.

4.
Formula: C5H14
Source: OMol25
Level of theory: wB97M-V/def2-TZVPD

```
19
Properties=species:S:1:pos:R:3
C 0.128 -1.662 -1.701
C -0.660 -1.429 -2.979
H 1.172 -1.755 -2.023
H 0.094 -0.752 -1.145
H -0.251 -2.377 -1.091
H -0.513 -1.849 -3.863
H -0.706 -0.374 -3.181
H -1.711 -1.547 -2.706
C 0.336 1.550 1.860
C -0.437 1.179 0.490
C 0.861 0.451 2.783
H 1.224 2.328 1.608
H -0.390 2.357 2.225
H -1.402 0.756 0.751
H 0.147 0.512 -0.058
H 1.743 0.890 3.392
H 0.044 0.089 3.460
H -0.750 2.047 -0.061
H 1.071 -0.414 2.239
```

Its relative energy (zero: lowest compared OMol25 entry of this formula, charge and spin) is 1.773 eV. As for the HOMO energy: -0.394 hartree. The total energy is -5410.2767 eV. Its structure (SMILES) is CCC.CC. The gap between HOMO and LUMO is 11.815 eV. For the LUMO energy, the calculation gives 1.1 eV.

5.
Formula: C38H59F9O24
Source: OMol25
Level of theory: wB97M-V/def2-TZVPD

```
130
Properties=species:S:1:pos:R:3
C 12.781 -15.233 9.569
O 12.802 -14.142 8.680
C 11.777 -14.108 7.724
C 11.879 -12.852 6.903
O 11.513 -11.676 7.631
C 11.749 -10.503 6.856
C 10.580 -10.014 6.001
O 10.171 -10.998 5.093
C 9.192 -10.504 4.193
H 11.952 -15.156 10.283
H 13.729 -15.186 10.102
H 12.682 -16.223 9.114
H 10.738 -14.173 8.069
H 11.909 -14.885 6.959
H 11.245 -12.955 6.018
H 12.915 -12.716 6.566
H 12.699 -10.584 6.325
H 11.805 -9.733 7.633
H 11.006 -9.104 5.553
H 9.825 -9.626 6.692
H 8.416 -9.878 4.646
H 8.608 -11.349 3.824
H 9.698 -9.944 3.405
C 5.969 -10.173 2.740
C 4.703 -9.291 2.787
O 4.940 -8.274 3.758
C 4.233 -7.153 3.596
O 3.250 -7.046 2.931
C 4.655 -5.977 4.498
F 5.793 -6.247 5.149
F 4.785 -4.869 3.803
F 3.735 -5.804 5.447
H 5.911 -10.956 1.981
H 6.094 -10.760 3.650
H 6.810 -9.512 2.542
H 3.873 -9.867 3.195
H 4.482 -8.969 1.773
C 9.459 -8.670 9.622
C 9.105 -7.232 9.353
O 9.328 -6.705 8.041
C 8.626 -7.190 7.040
O 7.751 -8.001 7.129
C 9.052 -6.629 5.674
F 8.430 -5.419 5.543
F 10.374 -6.478 5.590
F 8.599 -7.365 4.668
H 10.526 -8.898 9.560
H 9.106 -9.377 8.863
H 9.110 -8.991 10.603
H 9.792 -6.675 9.995
H 8.134 -6.892 9.715
C 10.252 -12.172 10.622
C 9.931 -12.462 12.081
O 8.489 -12.355 12.283
C 8.076 -11.184 12.731
O 8.712 -10.183 12.852
C 6.634 -11.284 13.316
F 6.088 -10.080 13.275
F 5.906 -12.151 12.596
F 6.670 -11.748 14.562
H 9.382 -11.975 9.992
H 10.668 -13.054 10.129
H 10.944 -11.369 10.373
H 10.568 -11.885 12.745
H 10.031 -13.527 12.280
C 7.912 -7.122 -2.352
C 7.067 -6.651 -1.189
C 6.183 -7.716 -0.528
O 6.606 -7.636 0.851
C 7.615 -6.770 1.018
O 8.188 -6.578 2.045
O 7.966 -6.219 -0.151
H 8.853 -6.604 -2.486
H 7.302 -7.124 -3.257
H 8.109 -8.175 -2.124
H 6.413 -5.814 -1.451
H 6.365 -8.707 -0.946
H 5.111 -7.543 -0.458
C 15.323 -11.836 9.187
C 14.872 -10.369 9.185
C 13.692 -10.035 10.170
O 14.245 -9.109 11.081
C 15.512 -8.780 10.703
O 16.097 -7.877 11.221
O 15.918 -9.582 9.758
H 16.326 -11.944 8.784
H 14.531 -12.291 8.586
H 15.247 -12.327 10.156
H 14.610 -10.032 8.184
H 13.418 -10.904 10.775
H 12.821 -9.655 9.641
C 5.552 -8.247 10.132
C 4.604 -7.561 11.118
C 5.007 -6.140 11.597
O 3.834 -5.383 11.249
C 2.900 -6.180 10.747
O 1.861 -5.778 10.337
O 3.272 -7.505 10.674
H 5.469 -7.674 9.197
H 5.382 -9.307 9.979
H 6.586 -8.030 10.413
H 4.777 -8.249 11.956
H 5.941 -5.757 11.200
H 5.073 -6.273 12.674
C 10.930 -1.523 10.815
C 9.619 -2.267 10.651
C 9.627 -3.768 10.865
O 8.347 -4.024 11.443
C 8.077 -2.959 12.227
O 7.309 -2.940 13.138
O 8.870 -1.929 11.885
H 10.821 -0.676 11.487
H 11.294 -1.141 9.860
H 11.711 -2.166 11.221
H 8.975 -1.879 9.863
H 10.362 -4.364 11.406
H 9.727 -4.136 9.831
C 9.962 -4.018 2.707
C 8.821 -3.317 2.006
C 7.486 -3.304 2.756
O 7.068 -1.948 2.598
C 8.124 -1.177 2.280
O 8.114 0.007 2.345
O 9.134 -1.939 1.807
H 9.772 -5.075 2.868
H 9.975 -3.548 3.698
H 10.902 -3.868 2.183
H 8.661 -3.808 1.040
H 7.646 -3.693 3.761
H 6.764 -3.873 2.175
```

Its relative energy (zero: lowest compared OMol25 entry of this formula, charge and spin) is 0.000 eV. As for the HOMO energy: -0.383 hartree. The total energy is -113958.6616 eV. Its structure (SMILES) is CCOC(=O)C(F)(F)F.CCOC(=O)C(F)(F)F.CCOC(=O)C(F)(F)F.C[C@H]1COC(=O)O1.C[C@H]1COC(=O)O1.C[C@H]1COC(=O)O1.C[C@H]1COC(=O)O1.C[C@H]1COC(=O)O1.COCCOCCOC. The gap between HOMO and LUMO is 10.515 eV. For the LUMO energy, the calculation gives 0.1 eV.

6.
Formula: H12O6Pd
Source: OMol25
Level of theory: wB97M-V/def2-TZVPD

```
19
Properties=species:S:1:pos:R:3
Pd -5.643 12.028 7.048
O -7.036 13.010 5.553
H -7.066 13.119 4.602
H -7.780 13.518 5.876
O -4.300 11.260 8.570
H -4.679 10.897 9.370
H -3.362 11.312 8.750
O -3.991 12.331 5.620
H -3.711 11.860 4.835
H -3.567 13.186 5.551
O -7.050 11.450 8.549
H -7.726 12.078 8.803
H -7.310 10.633 8.975
O -5.491 14.088 7.728
H -6.044 14.868 7.686
H -4.737 14.357 8.252
O -5.921 10.224 6.127
H -6.258 9.977 5.266
H -5.616 9.401 6.510
```

Its relative energy (zero: lowest compared OMol25 entry of this formula, charge and spin) is 0.126 eV. The total charge is +3. As for the HOMO energy (alpha / beta): -0.938 / -0.928 hartree. The total energy is -15923.5899 eV. As for the spin multiplicity: 4. The gap between HOMO and LUMO (alpha / beta) is 14.055 / 6.501 eV. For the LUMO energy (alpha / beta), the calculation gives -11.5 / -18.8 eV.